{"formula": "C37H36BN6Ti", "method": "wB97M-V/def2-TZVPD", "symbols": ["Ti", "C", "C", "C", "C", "C", "C", "C", "H", "H", "H", "H", "H", "H", "H", "H", "C", "C", "C", "C", "N", "N", "B", "N", "N", "C", "C", "C", "C", "C", "C", "C", "C", "C", "C", "N", "N", "C", "C", "C", "C", "C", "C", "C", "C", "C", "C", "C", "C", "C", "C", "C", "C", "H", "H", "H", "H", "H", "H", "H", "H", "H", "H", "H", "H", "H", "H", "H", "H", "H", "H", "H", "H", "H", "H", "H", "H", "H", "H", "H", "H"], "xyz": [[0.036, 0.367, 0.454], [-3.489, -0.545, 1.546], [-2.266, 0.261, 1.825], [-1.244, -0.245, 2.644], [-0.190, 0.570, 3.063], [-0.095, 1.885, 2.620], [-1.078, 2.386, 1.773], [-2.141, 1.581, 1.364], [-4.215, -0.334, 2.337], [-3.281, -1.614, 1.575], [-3.951, -0.264, 0.600], [-1.320, -1.255, 3.027], [0.563, 0.173, 3.729], [0.731, 2.513, 2.932], [-1.014, 3.408, 1.425], [-2.922, 2.000, 0.741], [3.980, -0.305, -3.178], [2.637, -0.540, -2.587], [1.626, -1.379, -3.054], [0.572, -1.259, -2.169], [0.923, -0.376, -1.189], [2.210, 0.059, -1.469], [2.948, 1.089, -0.545], [2.970, 0.430, 0.848], [1.814, -0.190, 1.225], [2.139, -1.192, 2.085], [3.495, -1.137, 2.337], [3.998, -0.121, 1.519], [5.407, 0.303, 1.323], [1.112, -2.171, 2.445], [0.941, -2.633, 3.748], [-0.077, -3.534, 4.025], [-0.914, -3.992, 3.008], [-0.727, -3.560, 1.703], [0.287, -2.650, 1.421], [2.035, 2.331, -0.517], [0.700, 2.067, -0.403], [0.024, 3.081, -1.003], [0.929, 4.044, -1.402], [2.194, 3.527, -1.110], [3.530, 4.101, -1.413], [-1.412, 2.932, -1.246], [-2.318, 3.967, -1.036], [-3.672, 3.744, -1.246], [-4.125, 2.500, -1.681], [-3.222, 1.474, -1.923], [-1.865, 1.690, -1.708], [-0.727, -1.928, -2.202], [-1.706, -1.716, -1.234], [-2.929, -2.364, -1.291], [-3.189, -3.245, -2.333], [-2.227, -3.471, -3.306], [-1.008, -2.818, -3.240], [4.095, -0.903, -4.078], [4.770, -0.579, -2.479], [4.114, 0.744, -3.443], [1.679, -1.992, -3.936], [4.033, 1.337, -0.944], [4.066, -1.796, 2.969], [6.004, 0.001, 2.181], [5.487, 1.381, 1.198], [5.831, -0.176, 0.438], [1.593, -2.285, 4.540], [-0.217, -3.890, 5.037], [-1.689, -4.711, 3.237], [-1.337, -3.956, 0.901], [0.524, -2.413, 0.387], [0.715, 4.967, -1.915], [3.441, 5.171, -1.583], [3.943, 3.652, -2.318], [4.231, 3.930, -0.598], [-1.969, 4.937, -0.702], [-4.379, 4.545, -1.079], [-5.181, 2.348, -1.859], [-3.561, 0.523, -2.316], [-1.147, 0.938, -2.024], [-1.552, -1.028, -0.380], [-3.683, -2.195, -0.538], [-4.142, -3.755, -2.383], [-2.425, -4.156, -4.118], [-0.269, -3.004, -4.007]], "total_charge": 3, "relative_energy_kcal_mol": 11.2, "lumo_ev": -11.32, "multiplicity": 1, "energy_ev": -71663.8549}



{"formula": "C37H36BrCrF4N3OPS3Si", "method": "wB97M-V/def2-TZVPD", "symbols": ["Cr", "F", "C", "C", "F", "C", "F", "C", "P", "C", "C", "C", "C", "C", "C", "C", "C", "C", "C", "C", "C", "C", "Br", "C", "F", "H", "H", "H", "H", "H", "H", "H", "H", "H", "H", "C", "Si", "C", "C", "C", "C", "C", "C", "N", "C", "S", "H", "H", "H", "H", "H", "H", "H", "H", "H", "H", "H", "H", "N", "C", "N", "C", "C", "C", "C", "C", "C", "S", "H", "H", "H", "H", "H", "H", "O", "S", "C", "C", "C", "C", "H", "H", "H", "H", "H", "H", "H", "H"], "xyz": [[0.257, -0.834, -0.754], [-3.470, -5.717, 2.962], [-3.006, -4.562, 2.539], [-3.349, -3.389, 3.191], [-4.150, -3.423, 4.237], [-2.853, -2.178, 2.729], [-3.240, -1.073, 3.357], [-1.992, -2.098, 1.641], [-1.424, -0.485, 1.000], [-2.995, 0.232, 0.435], [-3.585, -0.370, -0.678], [-4.820, 0.060, -1.132], [-5.467, 1.110, -0.490], [-4.886, 1.710, 0.616], [-3.656, 1.268, 1.088], [-0.835, 0.451, 2.427], [-0.449, -0.178, 3.608], [0.039, 0.569, 4.669], [0.139, 1.948, 4.560], [-0.225, 2.580, 3.378], [-0.696, 1.835, 2.309], [-1.693, -3.293, 0.990], [-0.667, -3.323, -0.610], [-2.180, -4.509, 1.424], [-1.881, -5.631, 0.784], [-3.083, -1.186, -1.187], [-5.284, -0.426, -1.981], [-6.433, 1.446, -0.842], [-5.398, 2.512, 1.130], [-3.237, 1.717, 1.978], [-0.539, -1.252, 3.717], [0.323, 0.073, 5.587], [0.499, 2.533, 5.396], [-0.143, 3.654, 3.289], [-0.962, 2.337, 1.386], [5.629, 1.522, 2.887], [4.065, 1.971, 1.971], [3.122, 3.305, 2.867], [4.472, 2.487, 0.221], [3.010, 0.367, 1.934], [3.245, -0.641, 2.865], [2.586, -1.873, 2.812], [1.695, -2.101, 1.794], [1.437, -1.148, 0.880], [2.047, 0.057, 0.966], [1.477, 1.055, -0.342], [6.327, 2.360, 2.829], [6.128, 0.653, 2.454], [5.459, 1.325, 3.947], [3.738, 4.202, 2.962], [2.836, 2.986, 3.870], [2.214, 3.578, 2.325], [5.347, 3.141, 0.247], [3.661, 3.042, -0.249], [4.716, 1.638, -0.422], [3.981, -0.486, 3.644], [2.791, -2.648, 3.537], [1.186, -3.048, 1.671], [3.676, -1.422, -1.191], [2.865, -1.719, -2.209], [1.539, -1.695, -2.164], [1.016, -2.110, -3.422], [-0.323, -2.283, -3.771], [-0.643, -2.700, -5.054], [0.343, -2.943, -6.005], [1.676, -2.783, -5.676], [1.987, -2.376, -4.388], [3.578, -2.153, -3.723], [3.311, -1.368, -0.256], [4.667, -1.560, -1.293], [-1.119, -2.098, -3.067], [-1.682, -2.847, -5.315], [0.070, -3.267, -6.999], [2.455, -2.979, -6.400], [-0.851, 0.030, -2.036], [-0.648, 1.077, -3.161], [-2.246, 1.236, -3.958], [-2.182, 2.665, -4.486], [-1.662, 3.556, -3.337], [-0.844, 2.688, -2.358], [-3.000, 1.100, -3.180], [-2.346, 0.470, -4.724], [-3.163, 2.981, -4.833], [-1.511, 2.713, -5.345], [-2.493, 4.000, -2.793], [-1.058, 4.372, -3.726], [-1.379, 2.476, -1.430], [0.141, 3.085, -2.123]], "total_charge": 2, "lumo_ev": [-6.55, -6.00], "multiplicity": 2, "energy_ev": -204466.2473}



{"formula": "C37H36CoF3N8O5S2SeTe", "method": "wB97M-V/def2-TZVPD", "symbols": ["Co", "N", "C", "S", "N", "N", "C", "C", "C", "C", "C", "C", "C", "O", "H", "H", "H", "H", "H", "H", "H", "Se", "N", "C", "C", "C", "C", "N", "C", "N", "H", "H", "H", "F", "C", "F", "F", "S", "O", "O", "O", "C", "C", "C", "C", "C", "C", "Te", "N", "C", "O", "C", "C", "C", "C", "C", "C", "C", "C", "C", "C", "C", "C", "C", "C", "C", "C", "H", "H", "H", "H", "H", "H", "H", "H", "H", "H", "H", "H", "H", "H", "H", "H", "H", "H", "H", "H", "H", "H", "H", "N", "H", "H", "H"], "xyz": [[0.177, 0.298, 0.966], [0.089, -2.852, -2.842], [-0.073, -1.757, -1.957], [0.189, -0.231, -2.692], [-0.333, -2.203, -0.761], [-0.525, -1.442, 0.398], [-1.148, -2.154, 1.266], [-1.547, -1.802, 2.607], [-2.116, -2.813, 3.391], [-2.584, -2.578, 4.667], [-2.492, -1.279, 5.177], [-1.947, -0.262, 4.430], [-1.451, -0.489, 3.123], [-0.951, 0.501, 2.461], [-0.079, -2.568, -3.794], [-0.451, -3.654, -2.545], [-1.436, -3.147, 0.928], [-2.189, -3.808, 2.963], [-3.013, -3.378, 5.257], [-2.850, -1.068, 6.179], [-1.862, 0.744, 4.823], [3.564, 2.898, -2.071], [4.305, 1.351, -2.547], [3.640, 0.418, -1.912], [3.945, -0.978, -1.983], [3.250, -1.791, -1.170], [2.208, -1.270, -0.328], [1.806, -0.033, -0.306], [2.559, 0.860, -1.043], [2.381, 2.153, -0.979], [4.725, -1.323, -2.648], [3.428, -2.857, -1.136], [1.700, -1.961, 0.322], [4.930, -0.691, 3.987], [4.038, -0.787, 2.987], [4.395, 0.102, 2.045], [4.172, -2.011, 2.449], [2.314, -0.486, 3.571], [2.348, 0.903, 3.969], [2.132, -1.458, 4.611], [1.585, -0.747, 2.333], [-0.115, 7.157, -7.244], [-0.242, 6.278, -6.026], [-1.097, 6.606, -4.987], [-1.216, 5.807, -3.847], [-2.206, 6.226, -2.792], [-0.438, 4.648, -3.726], [-0.550, 3.298, -2.010], [-1.037, 1.396, 0.036], [-2.289, 0.997, -0.069], [-2.827, -0.132, -0.119], [-3.327, 2.115, -0.054], [-3.635, 2.699, 1.172], [-4.656, 3.637, 1.276], [-5.366, 4.022, 0.146], [-5.067, 3.436, -1.080], [-4.071, 2.475, -1.173], [-0.167, 4.901, -0.655], [-1.064, 5.064, 0.399], [-0.896, 6.056, 1.351], [0.181, 6.925, 1.250], [1.073, 6.778, 0.202], [0.927, 5.769, -0.753], [1.949, 5.698, -1.858], [0.399, 4.285, -4.796], [1.208, 3.013, -4.765], [0.491, 5.103, -5.917], [-0.872, 7.943, -7.239], [-0.233, 6.580, -8.164], [0.865, 7.638, -7.286], [-1.706, 7.502, -5.064], [-2.936, 6.923, -3.210], [-1.713, 6.716, -1.950], [-2.736, 5.362, -2.385], [-3.054, 2.402, 2.039], [-4.889, 4.077, 2.240], [-6.149, 4.769, 0.219], [-5.617, 3.731, -1.968], [-3.846, 2.002, -2.122], [-1.914, 4.403, 0.466], [-1.611, 6.149, 2.160], [0.329, 7.710, 1.983], [1.919, 7.453, 0.119], [2.959, 5.707, -1.440], [1.861, 6.561, -2.524], [1.818, 4.803, -2.463], [0.594, 2.133, -4.565], [1.960, 3.041, -3.973], [1.718, 2.860, -5.718], [1.146, 4.806, -6.732], [0.898, 2.028, 1.609], [1.421, 2.516, 0.890], [1.433, 1.937, 2.470], [0.029, 2.524, 1.775]], "total_charge": -2, "relative_energy_kcal_mol": 21.8, "lumo_ev": [3.49, 3.49], "multiplicity": 1, "energy_ev": -201202.5884}



{"formula": "C37H36CsN5O2Si", "method": "wB97M-V/def2-TZVPD", "symbols": ["Cs", "O", "C", "N", "C", "C", "C", "C", "C", "C", "N", "C", "O", "C", "C", "C", "C", "C", "N", "C", "C", "C", "C", "C", "N", "H", "H", "H", "H", "H", "H", "H", "H", "H", "H", "H", "H", "C", "Si", "C", "N", "C", "C", "C", "C", "C", "C", "C", "C", "C", "C", "C", "C", "C", "C", "C", "C", "C", "H", "H", "H", "H", "H", "H", "H", "H", "H", "H", "H", "H", "H", "H", "H", "H", "H", "H", "H", "H", "H", "H", "H", "H"], "xyz": [[0.962, -0.179, 1.616], [4.978, -2.934, 2.646], [3.787, -2.840, 2.319], [2.801, -2.281, 3.125], [3.105, -2.189, 4.425], [3.875, -3.206, 5.088], [4.031, -3.227, 6.454], [3.565, -2.129, 7.208], [2.854, -1.106, 6.636], [2.565, -1.091, 5.240], [1.668, -0.235, 4.714], [1.871, 1.064, 5.104], [2.814, 1.547, 5.731], [0.735, 1.986, 4.753], [0.303, 2.861, 5.805], [-0.787, 3.687, 5.567], [-1.401, 3.691, 4.326], [-0.899, 2.860, 3.344], [0.126, 2.004, 3.543], [3.367, -3.419, 1.030], [4.252, -4.441, 0.539], [3.916, -5.150, -0.616], [2.736, -4.809, -1.262], [1.955, -3.781, -0.737], [2.252, -3.096, 0.364], [4.315, -3.987, 4.478], [4.518, -4.044, 6.975], [3.736, -2.213, 8.285], [2.462, -0.272, 7.236], [0.840, 2.897, 6.769], [-1.154, 4.331, 6.367], [-2.239, 4.325, 4.083], [-1.382, 2.828, 2.344], [5.120, -4.662, 1.147], [4.580, -5.901, -1.032], [2.391, -5.299, -2.164], [1.011, -3.537, -1.221], [-0.976, 1.951, -0.298], [-1.813, 1.813, -1.887], [-0.594, 1.110, -3.171], [0.159, -0.012, -2.621], [-0.577, -1.248, -2.502], [-0.863, -1.916, -3.842], [0.315, -1.808, -4.857], [1.633, -1.273, -4.279], [1.533, -0.223, -3.112], [-2.372, 3.516, -2.613], [-1.415, 4.524, -2.841], [-1.741, 5.711, -3.458], [-3.034, 5.940, -3.911], [-4.005, 5.002, -3.644], [-3.679, 3.807, -2.990], [-3.396, 0.793, -1.978], [-3.878, 0.223, -0.809], [-4.854, -0.758, -0.858], [-5.345, -1.194, -2.081], [-4.938, -0.567, -3.247], [-4.012, 0.473, -3.198], [-1.475, 2.055, 0.637], [0.098, 1.770, -0.216], [0.098, 1.926, -3.408], [-1.109, 0.836, -4.121], [-1.513, -1.028, -1.968], [0.006, -1.909, -1.825], [-1.745, -1.449, -4.321], [-1.097, -2.985, -3.623], [-0.035, -1.114, -5.628], [0.441, -2.774, -5.382], [2.190, -0.811, -5.108], [2.275, -2.109, -3.946], [1.946, 0.770, -3.373], [2.101, -0.594, -2.233], [-0.383, 4.382, -2.566], [-0.968, 6.455, -3.594], [-3.273, 6.869, -4.418], [-5.036, 5.143, -3.934], [-4.478, 3.105, -2.811], [-3.455, 0.543, 0.135], [-5.237, -1.140, 0.062], [-6.026, -2.047, -2.085], [-5.315, -0.857, -4.219], [-3.789, 1.050, -4.084]], "total_charge": -2, "lumo_ev": 3.78, "multiplicity": 1, "energy_ev": -58924.3217}